C5H9NO3 in the gas phase at a distorted geometry. Source: the Open Molecules 2025 dataset; level of theory: ωB97M-V/def2-TZVPD.

The geometry in XYZ format:
```
18
C5H9NO3 | the Open Molecules 2025 dataset | ωB97M-V/def2-TZVPD
C -0.542 0.493 -1.429
C 2.127 -1.142 0.575
C 0.317 -0.648 -0.987
C -1.190 0.506 -0.045
N -2.388 -0.187 0.126
C -0.576 1.175 0.987
O 1.340 -0.145 -0.074
O 0.226 2.266 0.900
O 0.305 -1.797 -1.401
H 0.711 2.233 0.059
H -2.331 -1.181 -0.087
H -2.863 -0.027 1.008
H 0.023 1.386 -1.702
H -1.242 0.181 -2.205
H -0.928 1.071 2.008
H 3.174 -1.007 0.296
H 1.816 -2.158 0.314
H 2.021 -1.019 1.657
```

SMILES: COC(=O)C/C(N)=C\O
Calculated total energy, eV: -12961.763
Kohn-Sham gap, eV: 8.494
ΔE to the lowest compared entry with this formula, charge and spin, kJ/mol: 283.99

Here are the natural (NBO) charges for atoms 1 to 8, given in e:
1 C -0.543
2 C -0.264
3 C 0.808
4 C 0.043
5 N -0.812
6 C 0.122
7 O -0.568
8 O -0.674

---

A molecular structure, C28H34BiN3O5S6Sb. Source: the Open Molecules 2025 dataset; level of theory: ωB97M-V/def2-TZVPD.

The geometry in XYZ format:
```
78
C28H34BiN3O5S6Sb | the Open Molecules 2025 dataset | ωB97M-V/def2-TZVPD
Bi -0.317 -0.132 0.214
O -4.123 -0.456 3.164
C -3.210 -0.544 2.208
O -2.023 -0.674 2.422
C -3.777 -0.476 0.830
C -5.127 -0.487 0.547
C -5.505 -0.401 -0.791
C -4.538 -0.309 -1.774
C -3.198 -0.310 -1.395
N -2.846 -0.391 -0.122
C -2.008 -0.237 -2.351
O -2.328 0.302 -3.587
O -0.958 0.396 -1.828
H -3.684 -0.537 4.023
H -5.856 -0.550 1.341
H -6.553 -0.401 -1.057
H -4.817 -0.232 -2.815
H -2.946 -0.273 -4.059
O 1.305 1.228 -0.406
N 0.850 2.313 -1.051
C 1.567 2.732 -2.111
C 1.204 3.863 -2.791
C 0.075 4.561 -2.370
C -0.659 4.093 -1.304
C -0.274 2.934 -0.631
S -1.196 2.273 0.683
H 2.412 2.104 -2.346
H 1.793 4.183 -3.637
H -0.238 5.457 -2.889
H -1.557 4.596 -0.976
C -2.829 -3.235 -7.288
S -2.825 -2.834 -5.531
C -1.201 -2.214 -5.298
C -0.709 -1.920 -4.079
S -1.601 -2.132 -2.595
S 0.855 -1.145 -4.040
C 1.138 -1.120 -5.738
S 2.508 -0.564 -6.435
S -0.171 -1.830 -6.649
H -3.812 -3.660 -7.480
H -2.071 -3.980 -7.522
H -2.707 -2.351 -7.910
C 3.485 2.211 2.946
C 3.046 0.930 3.644
Sb 1.023 0.419 3.157
C 0.072 2.098 4.114
C 0.640 2.581 5.443
C 0.663 -1.186 4.544
C 0.092 -0.817 5.907
H 4.514 2.471 3.200
H 2.856 3.058 3.227
H 3.424 2.106 1.860
H 3.098 1.021 4.731
H 3.691 0.096 3.363
H -0.991 1.859 4.197
H 0.130 2.891 3.365
H 0.535 1.837 6.234
H 0.124 3.485 5.775
H 1.699 2.831 5.363
H 1.622 -1.698 4.658
H -0.002 -1.877 4.023
H 0.808 -0.254 6.507
H -0.170 -1.714 6.472
H -0.811 -0.207 5.821
N 2.443 -2.226 2.020
C 2.778 -2.152 0.657
C 3.734 -1.235 0.227
C 4.062 -1.152 -1.116
C 3.435 -1.966 -2.048
C 2.459 -2.855 -1.623
C 2.122 -2.948 -0.282
H 2.056 -3.118 2.295
H 3.230 -2.017 2.617
H 4.235 -0.602 0.952
H 4.824 -0.451 -1.435
H 3.701 -1.902 -3.096
H 1.956 -3.491 -2.341
H 1.375 -3.664 0.045
```

Calculated total energy, eV: -121678.853
Kohn-Sham gap, eV: 6.448
Charge: +1
ΔE to the lowest compared entry with this formula, charge and spin, kJ/mol: 98.66

Here are the Löwdin charges for atoms 1 to 8, given in e:
1 Bi 1.585
2 O 0.165
3 C -0.457
4 O -0.031
5 C -0.178
6 C 0.039
7 C 0.000
8 C 0.040

---

A gas-phase ion, C4H7O2 (charge -1) at a distorted geometry. Source: the Open Molecules 2025 dataset; level of theory: ωB97M-V/def2-TZVPD.

The geometry in XYZ format:
```
13
C4H7O2 | the Open Molecules 2025 dataset | ωB97M-V/def2-TZVPD
O 0.288 -1.286 2.894
C 0.179 -1.047 1.654
C -0.137 0.163 1.055
C -0.815 0.219 -0.311
C 0.140 0.290 -1.505
O 1.332 0.975 -1.161
H 0.413 -1.916 1.019
H 1.451 0.802 -0.200
H -0.086 1.086 1.623
H -1.595 -0.544 -0.434
H -1.390 1.148 -0.325
H 0.407 -0.697 -1.896
H -0.188 0.808 -2.413
```

SMILES: [O-]/C=C/CCO
Calculated total energy, eV: -8356.023
Kohn-Sham gap, eV: 6.566
Charge: -1
ΔE to the lowest compared entry with this formula, charge and spin, kJ/mol: 198.12

Here are the natural (NBO) charges for atoms 1 to 8, given in e:
1 O -0.776
2 C 0.277
3 C -0.599
4 C -0.448
5 C -0.061
6 O -0.773
7 H 0.068
8 H 0.482

---

C10H15NO4 in the gas phase at a distorted geometry. Source: the Open Molecules 2025 dataset; level of theory: ωB97M-V/def2-TZVPD.

The geometry in XYZ format:
```
30
C10H15NO4 | the Open Molecules 2025 dataset | ωB97M-V/def2-TZVPD
O 0.574 -1.884 -2.275
O 3.697 0.740 0.936
O 2.578 -0.018 2.684
O 2.795 -1.416 -0.904
C 0.506 -1.027 -1.393
C 1.646 -0.769 -0.518
C 1.508 0.043 0.643
N 2.653 0.276 1.494
C -1.876 -1.423 -0.730
C -1.273 0.188 -2.525
C -0.510 -0.268 2.029
C 0.260 2.066 1.628
C -0.764 0.824 -0.238
C -0.832 -0.365 -1.184
C 0.135 0.640 0.988
H 2.553 -2.100 -1.544
H -1.961 -2.228 -1.472
H -2.852 -0.990 -0.619
H -1.578 -1.872 0.220
H -0.573 0.882 -2.928
H -1.343 -0.606 -3.253
H -2.242 0.761 -2.468
H -0.065 -0.140 3.013
H -0.378 -1.318 1.726
H -1.563 0.000 2.134
H 0.778 2.728 0.940
H 0.834 1.976 2.583
H -0.697 2.515 1.813
H -0.265 1.583 -0.853
H -1.746 1.201 0.073
```

SMILES: CC1(C)CC(C)(C)C([N+](=O)[O-])=C(O)C1=O
Calculated total energy, eV: -20289.959
Kohn-Sham gap, eV: 8.562
ΔE to the lowest compared entry with this formula, charge and spin, kJ/mol: 400.93

Here are the natural (NBO) charges for atoms 1 to 8, given in e:
1 O -0.547
2 O -0.353
3 O -0.347
4 O -0.653
5 C 0.510
6 C 0.294
7 C 0.062
8 N 0.481

---

C8H13NO3 in the gas phase at a distorted geometry. Source: the Open Molecules 2025 dataset; level of theory: ωB97M-V/def2-TZVPD.

The geometry in XYZ format:
```
25
C8H13NO3 | the Open Molecules 2025 dataset | ωB97M-V/def2-TZVPD
C -0.625 3.188 1.004
C -0.936 1.886 0.330
C 0.145 -0.155 -0.315
C -0.850 -1.074 0.339
C -0.414 -2.533 0.261
C 0.935 -2.755 1.030
C 1.911 -1.577 0.963
C 1.612 -0.718 -0.233
H 0.111 2.861 1.836
H -0.056 3.857 0.364
H -1.538 3.596 1.439
H -0.919 -0.837 1.419
H -1.909 -0.853 -0.029
H -1.147 -3.235 0.715
H -0.185 -2.848 -0.754
H 0.671 -2.929 2.062
H 1.383 -3.684 0.588
H 1.920 -0.847 1.866
H 3.011 -1.894 0.891
H 1.747 -1.307 -1.127
H 2.384 0.076 -0.253
N -0.124 0.027 -1.861
O -2.008 1.482 -0.088
O 0.155 1.153 0.282
O -0.056 1.150 -2.228
```

SMILES: CC(=O)OC1(N=O)CCCCC1
Calculated total energy, eV: -16137.102
Kohn-Sham gap, eV: 9.216
ΔE to the lowest compared entry with this formula, charge and spin, kJ/mol: 275.27

Here are the natural (NBO) charges for atoms 1 to 8, given in e:
1 C -0.713
2 C 0.805
3 C 0.308
4 C -0.473
5 C -0.399
6 C -0.408
7 C -0.405
8 C -0.431